Entry 1:
{"formula": "C9H25ClI2MnNOP2", "method": "the ωB97M-V functional and the def2-TZVPD basis", "elements": ["I", "I", "Mn", "P", "C", "C", "H", "H", "H", "H", "H", "H", "C", "H", "H", "H", "P", "C", "C", "H", "H", "H", "C", "H", "H", "H", "H", "H", "H", "Cl", "C", "N", "C", "C", "O", "H", "H", "H", "H", "H", "H", "H"], "xyz": [[0.21470, 0.78691, 1.45605], [0.60210, 0.16748, -1.06430], [-2.66380, -2.96492, -0.16863], [0.56299, -2.85156, 0.38455], [2.23758, -2.13842, 0.76588], [0.42039, -3.90510, 1.87749], [1.29635, -4.55437, 2.01450], [1.88569, -4.80478, -0.44912], [-0.49744, -4.50510, 1.83507], [0.25359, -4.68122, -1.18708], [2.14513, -1.34681, 1.51526], [0.32976, -3.18483, 2.69946], [1.11928, -4.10365, -0.82955], [2.97182, -2.89287, 1.13237], [1.52177, -3.54308, -1.68840], [2.62035, -1.69171, -0.15068], [-2.91331, -0.09449, -0.63842], [-2.64867, 1.74122, -0.71018], [-3.71121, -0.22224, -2.31318], [-4.75597, -1.09911, 0.51034], [-5.21303, 0.58777, -0.01493], [-4.06474, 0.32038, 1.38183], [-4.40990, -0.05625, 0.40031], [-3.99926, -1.26497, -2.44204], [-4.57166, 0.44828, -2.41621], [-3.51552, 2.33547, -1.09230], [-1.76859, 1.90781, -1.34748], [-2.91713, 0.02538, -3.01715], [-2.38604, 2.06865, 0.30874], [-3.76696, -4.92555, -0.41650], [2.33036, 4.02221, 1.47200], [2.96636, 3.53506, 0.28077], [4.22937, 4.01654, -0.15786], [2.19520, 2.84980, -0.58383], [0.95760, 2.94186, -0.54969], [2.96528, 4.80448, 1.88519], [2.20303, 3.20781, 2.20577], [1.32178, 4.40259, 1.25063], [5.03946, 3.29908, 0.01253], [4.21654, 4.20560, -1.24238], [4.46827, 4.93668, 0.35956], [2.72842, 2.21999, -1.26839]], "s2": 6.48, "multiplicity": 5, "total_charge": 2, "gap_ev": [3.34, 3.62]}

Entry 2:
{"formula": "C21H47CuN3O7P", "method": "the ωB97M-V functional and the def2-TZVPD basis", "elements": ["Cu", "C", "C", "C", "C", "C", "C", "N", "O", "C", "C", "C", "H", "H", "H", "H", "H", "H", "H", "H", "H", "H", "H", "H", "H", "H", "H", "H", "H", "H", "C", "O", "N", "C", "C", "H", "H", "H", "H", "H", "H", "H", "C", "O", "N", "C", "C", "H", "H", "H", "H", "H", "H", "H", "C", "C", "O", "P", "O", "O", "C", "C", "O", "C", "C", "H", "H", "H", "H", "H", "H", "H", "H", "H", "H", "H", "H", "H", "H", "H"], "xyz": [[0.64983, 0.42773, -0.20126], [2.69302, -1.36796, -4.13255], [1.54987, -1.32755, -3.05172], [0.56978, -2.50928, -3.34512], [1.24680, -3.81241, -2.88217], [1.34725, -3.80210, -1.35370], [2.26246, -2.66246, -0.87001], [1.95287, -1.39047, -1.59898], [2.75536, -0.24164, -1.15131], [3.72295, -3.14733, -1.10391], [1.92985, -2.44735, 0.66171], [0.70119, -0.05555, -3.29774], [2.12355, -1.12519, -5.02968], [3.24839, -2.30413, -4.18959], [3.46506, -0.62601, -3.92867], [0.39440, -2.61393, -4.41580], [-0.35983, -2.31576, -2.80987], [2.17062, -4.05821, -3.40584], [0.66727, -4.72140, -3.04337], [1.70272, -4.73778, -0.92213], [0.36323, -3.66019, -0.90689], [4.47807, -2.46288, -0.71735], [3.92733, -3.32071, -2.16044], [4.00607, -4.06903, -0.59558], [2.71092, -1.93622, 1.22454], [1.70383, -3.36597, 1.20314], [1.01357, -1.85710, 0.65006], [1.25106, 0.88555, -3.28829], [-0.19453, 0.01078, -2.68017], [0.29391, 0.00024, -4.30725], [-2.65421, -0.00152, -0.50376], [-1.48793, -0.22421, -0.13984], [-3.36705, -0.91521, -1.16950], [-4.78648, -0.76076, -1.49215], [-2.83552, -2.24309, -1.52031], [-3.19924, 0.93507, -0.30896], [-5.27533, -0.51145, -0.55035], [-5.25390, -1.65746, -1.89903], [-4.95873, 0.03638, -2.21533], [-1.82354, -2.39807, -1.14616], [-3.39052, -3.01893, -0.99290], [-2.94183, -2.41895, -2.59076], [1.21448, 3.71523, -0.85444], [0.86902, 2.70299, -0.29593], [0.60048, 4.33895, -1.90614], [1.14853, 5.66866, -2.21078], [-0.77418, 3.95917, -2.39722], [2.17458, 4.20343, -0.62626], [1.09865, 5.74711, -3.29680], [2.17420, 5.77135, -1.85645], [0.57855, 6.51715, -1.83224], [-1.45840, 4.65020, -1.90484], [-0.73100, 4.22899, -3.45240], [-1.11041, 2.93082, -2.26467], [-3.60588, 0.01140, 3.29195], [-2.43633, 0.50365, 4.07906], [-1.31438, 0.19481, 3.25974], [0.10836, 0.93654, 3.41603], [1.01308, 0.72711, 2.22766], [-0.27646, 2.46349, 3.76324], [-0.52652, 3.42035, 2.80132], [0.59432, 4.51627, 2.76900], [0.60004, 0.26883, 4.80184], [1.09283, -1.05574, 4.83002], [0.11961, -1.93709, 5.66861], [-3.55529, -1.04644, 3.03402], [-4.60811, 0.17396, 3.68847], [-3.71746, 0.58248, 2.37027], [-2.66658, 1.52789, 4.37235], [-2.32839, -0.12605, 4.96220], [-0.67544, 3.01131, 1.80201], [-1.46587, 3.88692, 3.09806], [1.59402, 4.08749, 2.69940], [0.37692, 5.20718, 1.95445], [0.53663, 5.10684, 3.68332], [1.15922, -1.40038, 3.79808], [2.10138, -1.05919, 5.24342], [0.41970, -2.96017, 5.44195], [0.20278, -1.75144, 6.73945], [-0.89923, -1.93160, 5.28123]], "multiplicity": 1, "total_charge": 0, "gap_ev": 5.03}

Entry 3:
{"formula": "C2H3N3O", "method": "the ωB97M-V functional and the def2-TZVPD basis", "elements": ["N", "C", "C", "N", "N", "O", "H", "H", "H"], "xyz": [[-1.73530, -0.03355, -0.51948], [-0.55715, -0.23134, -0.07603], [0.59541, 0.66488, -0.10806], [1.74969, 0.31582, 0.39663], [2.75914, 0.03848, 0.82484], [-0.30753, -1.42085, 0.51173], [-1.17466, -1.86431, 0.44987], [-1.88651, 0.87168, -0.94889], [0.55692, 1.65919, -0.53062]], "multiplicity": 1, "total_charge": 0, "gap_ev": 9.29}

Entry 4:
{"formula": "C3H6N2O", "method": "the ωB97M-V functional and the def2-TZVPD basis", "elements": ["C", "N", "C", "N", "C", "O", "H", "H", "H", "H", "H", "H"], "xyz": [[-0.62635, -0.97892, 1.29788], [1.56313, 0.36301, 0.69559], [0.87272, 0.52124, -0.25558], [-0.73903, -0.31841, -0.10750], [0.96844, 1.28514, -1.52507], [0.11076, 1.46719, -2.36070], [-1.37921, -1.74604, 1.33172], [0.35205, -1.44944, 1.55098], [-0.76343, -0.28831, 2.14897], [-0.87640, -0.96296, -0.89723], [-1.46674, 0.39214, -0.28043], [1.98406, 1.71534, -1.59866]], "multiplicity": 1, "total_charge": 0, "gap_ev": 9.09}